An isolated molecule of C3H5NO2S. Source: OMol25; level of theory: ωB97M-V with the def2-TZVPD basis set.

XYZ file:
```
12
Properties=species:S:1:pos:R:3
C -0.347 -0.338 0.654
C 0.636 0.744 0.840
C -0.903 -0.244 -0.797
H 0.450 -2.015 0.013
H -1.145 -0.251 1.366
H 0.115 1.679 1.124
H 1.349 0.547 1.677
H -0.090 0.766 -2.369
N 0.131 0.267 -1.541
O 0.295 -1.583 0.905
O -2.059 -0.363 -1.178
S 1.568 0.791 -0.694
```

Its LUMO energy is 0.467 eV. The structure (SMILES) is O=C1NSC[C@@H]1O. Its HOMO energy is -9.01 eV. The orbital gap comes out at 9.5 eV.

=====

The ion C4H3N4 with charge +1. Source: OMol25; level of theory: ωB97M-V with the def2-TZVPD basis set.

XYZ file:
```
11
Properties=species:S:1:pos:R:3
C -0.136 -1.696 -1.027
C 0.107 0.890 -0.348
C 0.028 -0.385 -0.735
C -0.358 -0.806 1.535
N -0.699 -2.448 -0.086
N 0.096 1.305 0.910
N -0.855 -1.728 0.956
N -0.195 0.432 1.873
H 0.192 -2.157 -1.953
H 0.125 1.692 -1.085
H -0.167 0.808 2.823
```

The total charge is +1. Its LUMO energy is -7.493 eV. Its HOMO energy is -14.60 eV. The orbital gap comes out at 7.1 eV.

=====

A structure of composition C27H26IrN2O4S5. Source: OMol25; level of theory: ωB97M-V with the def2-TZVPD basis set.

XYZ file:
```
65
Properties=species:S:1:pos:R:3
Ir -0.704 0.322 -0.164
C 5.350 -1.438 4.851
C 3.988 -0.999 4.391
C 3.386 0.141 4.916
C 2.123 0.538 4.503
C 1.458 -0.220 3.553
C 2.031 -1.368 3.017
C 3.291 -1.748 3.441
S -0.098 0.322 2.952
O -0.827 -0.835 2.489
O -0.687 1.223 3.895
N 0.311 1.117 1.560
C 0.060 2.468 1.333
C 0.151 3.531 2.229
C -0.113 4.792 1.735
C -0.456 4.973 0.394
C -0.539 3.866 -0.418
N -0.276 2.638 0.046
H 5.816 -0.687 5.485
H 6.006 -1.625 4.000
H 5.282 -2.365 5.421
H 3.908 0.720 5.667
H 1.646 1.411 4.928
H 1.479 -1.960 2.298
H 3.739 -2.650 3.044
H 0.378 3.348 3.267
H -0.060 5.647 2.396
H -0.661 5.955 -0.006
H -0.820 3.936 -1.461
C 3.247 0.357 -2.682
S 2.255 1.156 -1.440
C 3.337 0.996 -0.032
O 1.149 0.114 -1.205
H 3.666 -0.565 -2.285
H 4.029 1.048 -2.996
H 2.577 0.150 -3.514
H 4.145 1.719 -0.147
H 3.719 -0.022 0.028
H 2.744 1.227 0.851
O -2.521 -0.140 -0.470
C -2.801 -0.878 -1.685
C -2.633 -2.354 -1.389
C -3.230 -3.416 -1.990
C -2.707 -4.662 -1.538
C -1.730 -4.518 -0.606
S -1.458 -2.865 -0.244
C -4.210 -0.569 -2.104
C -4.692 -0.430 -3.371
C -6.099 -0.223 -3.397
C -6.637 -0.207 -2.148
S -5.459 -0.443 -0.933
C -1.791 -0.454 -2.737
C -0.941 -1.233 -3.467
C -0.142 -0.483 -4.370
C -0.398 0.854 -4.304
S -1.626 1.214 -3.175
H -4.013 -3.314 -2.728
H -3.062 -5.623 -1.882
H -1.195 -5.287 -0.073
H -4.069 -0.483 -4.254
H -6.675 -0.082 -4.299
H -7.669 -0.053 -1.875
H -0.896 -2.307 -3.365
H 0.574 -0.921 -5.050
H 0.049 1.644 -4.887
```

The total charge is +1. Its LUMO energy (spin up / spin down) is -2.218 / -4.737 eV. The spin multiplicity is 5. Its HOMO energy (spin up / spin down) is -10.96 / -10.99 eV. The orbital gap (spin up / spin down) comes out at 8.7 / 6.2 eV.

=====

A cluster of 40 separate species, H80O40 in total. Source: OMol25; level of theory: ωB97M-V with the def2-TZVPD basis set.

XYZ file:
```
120
Properties=species:S:1:pos:R:3
H -1.308 -0.496 -2.683
H -0.614 0.133 -1.433
O -1.099 -0.642 -1.759
H -2.450 -3.816 -4.895
H -2.126 -2.328 -4.965
O -2.630 -2.973 -4.469
H 3.613 0.572 1.385
H 2.419 -0.422 1.411
O 2.679 0.483 1.257
H -3.073 2.650 0.586
H -3.228 4.025 -0.282
O -2.639 3.329 0.009
H 0.038 -1.168 -4.789
H 0.310 -1.178 -6.214
O -0.428 -1.362 -5.623
H 4.019 -1.286 -2.458
O 3.981 -0.430 -2.889
H -1.472 4.585 3.717
O -2.100 4.340 3.040
H 3.061 -1.082 5.982
H 2.374 -0.217 4.965
O 3.250 -0.500 5.243
H -2.237 -2.263 -1.023
H -2.827 -3.478 -0.413
O -1.974 -3.162 -0.730
H 1.228 0.801 -4.196
H 1.188 -0.018 -2.750
O 1.247 -0.021 -3.702
H -1.019 3.541 -2.580
H -1.552 3.793 -1.126
O -0.944 4.130 -1.825
H 1.551 -3.889 -4.440
O 0.894 -3.701 -5.108
H -3.498 2.600 2.967
H -2.998 1.327 2.473
O -3.471 2.136 2.132
H -0.235 -0.335 6.257
H 0.326 0.406 5.099
O -0.478 -0.032 5.384
H 3.220 3.046 -3.135
H 3.396 1.612 -3.241
O 2.789 2.297 -3.554
H 2.343 6.198 -0.897
H 2.578 4.833 -0.072
O 2.696 5.748 -0.134
H -0.938 0.670 3.503
H -0.814 0.229 2.113
O -1.256 0.925 2.623
H 2.684 4.931 2.135
H 1.727 6.200 2.552
O 2.027 5.315 2.705
H -5.070 -2.079 1.193
O -5.384 -1.198 1.363
H 2.764 -2.182 2.470
H 3.714 -2.013 3.519
O 3.699 -1.981 2.554
H 3.396 -4.154 0.950
O 4.326 -4.198 1.159
H -3.493 -2.147 4.152
H -4.837 -1.703 3.791
O -3.974 -1.328 4.007
H -6.307 1.269 1.544
H -5.105 2.063 1.324
O -6.005 1.954 0.962
H 0.446 -3.092 -0.498
H 0.402 -1.576 -0.447
O 0.880 -2.326 -0.096
H 2.781 2.319 0.124
H 1.824 2.884 1.264
O 2.387 3.103 0.527
H 5.089 -1.905 0.303
H 6.230 -1.003 -0.390
O 5.521 -1.049 0.254
H 0.797 -4.342 2.051
H 0.878 -4.776 3.582
O 0.533 -4.158 2.940
H -3.621 -0.606 -0.645
H -2.235 -0.153 -0.305
O -3.155 -0.066 -0.001
H -2.352 -3.484 2.718
H -3.380 -4.571 2.531
O -3.294 -3.625 2.647
H -1.573 0.752 -5.988
H -1.048 2.261 -6.399
O -1.131 1.568 -5.754
H -5.651 2.045 -1.166
H -5.067 2.383 -2.447
O -5.237 1.591 -1.920
H -4.324 0.326 -3.889
O -3.376 0.367 -3.734
H 0.152 -2.305 2.359
H -1.143 -1.619 2.463
O -0.211 -1.471 2.681
H -4.729 -0.541 1.101
H 3.649 -0.599 -3.777
H 4.408 -3.863 2.040
H -1.624 3.837 2.371
H 0.307 -3.040 -4.765
H -3.128 1.227 -4.096
O 2.001 1.786 4.495
H 1.470 2.357 3.918
H 2.360 1.228 3.783
O 0.297 1.465 -0.908
H -0.346 2.044 -0.476
H 1.143 1.726 -0.538
O 1.174 -2.031 5.026
H 0.316 -2.246 4.645
H 1.446 -2.654 5.689
O 0.687 4.022 -3.883
H 0.706 4.873 -3.434
H 1.410 3.581 -3.421
O 3.318 -3.092 -1.771
H 3.678 -3.895 -1.418
H 2.446 -2.956 -1.387
O -0.430 -4.165 -2.833
H -1.164 -3.597 -2.590
H -0.784 -5.011 -3.106
O 4.566 1.463 -1.077
H 5.346 1.717 -0.579
H 4.402 0.534 -0.913
```

Its LUMO energy is -0.919 eV. Its HOMO energy is -10.14 eV. The orbital gap comes out at 9.2 eV.

=====

A cluster of 7 separate species, C40H47N2O in total. Source: OMol25; level of theory: ωB97M-V with the def2-TZVPD basis set.

XYZ file:
```
90
Properties=species:S:1:pos:R:3
N -2.711 2.084 1.908
N -1.573 2.875 1.939
C -1.708 3.836 3.135
C -1.992 2.982 4.480
O -1.387 1.690 4.647
C -0.563 1.178 3.586
C -0.291 2.087 2.274
H -2.789 1.726 0.914
H -3.590 2.651 2.076
H -1.433 3.402 1.027
H -0.750 4.541 3.190
H -2.623 4.543 2.941
H -3.175 2.852 4.575
H -1.670 3.662 5.407
H 0.502 0.905 4.050
H -0.994 0.130 3.209
H 0.016 1.488 1.294
H 0.533 2.889 2.549
C -0.779 3.447 -3.390
C -1.332 3.209 -2.132
C -2.569 3.760 -1.797
C -3.258 4.541 -2.725
C -2.706 4.776 -3.985
C -1.465 4.233 -4.316
H 0.186 3.020 -3.649
H -0.798 2.594 -1.411
H -2.996 3.580 -0.815
H -4.224 4.967 -2.467
H -3.244 5.383 -4.708
H -1.033 4.420 -5.295
C -2.315 7.695 -0.629
C -1.209 6.860 -0.789
C -0.288 6.716 0.249
C -0.479 7.399 1.450
C -1.586 8.231 1.611
C -2.502 8.382 0.570
H -3.030 7.810 -1.439
H -1.064 6.322 -1.722
H 0.577 6.071 0.122
H 0.236 7.283 2.260
H -1.736 8.762 2.547
H -3.362 9.035 0.693
C 0.245 -0.622 -0.589
C 1.324 -1.331 -1.116
C 1.544 -2.654 -0.733
C 0.679 -3.271 0.171
C -0.402 -2.563 0.696
C -0.617 -1.238 0.319
H 0.075 0.409 -0.885
H 1.993 -0.852 -1.826
H 2.389 -3.204 -1.139
H 0.848 -4.303 0.466
H -1.076 -3.045 1.399
H -1.456 -0.685 0.732
C 5.415 -4.886 -0.431
C 4.143 -5.388 -0.155
C 3.675 -6.514 -0.831
C 4.482 -7.145 -1.778
C 5.755 -6.645 -2.051
C 6.220 -5.514 -1.382
H 5.778 -4.007 0.094
H 3.517 -4.900 0.588
H 2.681 -6.901 -0.620
H 4.119 -8.025 -2.301
H 6.385 -7.138 -2.788
H 7.210 -5.122 -1.599
C -6.217 1.635 4.621
C -6.770 1.397 5.879
C -8.007 1.948 6.213
C -8.696 2.730 5.285
C -8.145 2.964 4.026
C -6.904 2.421 3.695
H -5.252 1.208 4.362
H -6.237 0.783 6.600
H -8.435 1.768 7.196
H -9.662 3.155 5.544
H -8.682 3.572 3.302
H -6.472 2.609 2.716
C 8.883 -10.103 -5.758
C 8.330 -10.341 -4.501
C 7.093 -9.790 -4.166
C 6.404 -9.008 -5.094
C 6.956 -8.774 -6.353
C 8.197 -9.317 -6.685
H 9.848 -10.529 -6.017
H 8.864 -10.955 -3.780
H 6.666 -9.970 -3.183
H 5.438 -8.583 -4.836
H 6.418 -8.166 -7.077
H 8.629 -9.129 -7.664
```

The total charge is +1. Its LUMO energy is -2.851 eV. Its HOMO energy is -10.36 eV. The orbital gap comes out at 7.5 eV.

=====

A cluster of 2 separate species, C3H8O in total. Source: OMol25; level of theory: ωB97M-V with the def2-TZVPD basis set.

XYZ file:
```
12
Properties=species:S:1:pos:R:3
C -0.738 0.477 1.600
C 0.546 0.814 1.552
H -1.412 0.683 0.787
H -1.078 -0.105 2.453
H 0.889 1.420 0.724
H 1.250 0.696 2.371
C 0.285 -0.496 -1.858
O -0.841 -1.093 -1.198
H 0.232 0.590 -1.755
H 0.198 -0.727 -2.914
H 1.203 -0.885 -1.429
H -0.534 -1.374 -0.334
```

Its LUMO energy is 1.097 eV. The structure (SMILES) is C=C.CO. Its HOMO energy is -10.16 eV. The orbital gap comes out at 11.3 eV.

=====

A structure of composition C6H13LuO4. Source: OMol25; level of theory: ωB97M-V with the def2-TZVPD basis set.

XYZ file:
```
24
Properties=species:S:1:pos:R:3
C -0.120 -3.545 -0.813
O -0.046 -2.422 0.063
C 0.009 -2.655 1.412
H -0.936 -4.175 -0.439
H -0.269 -3.146 -1.822
H 0.754 -4.210 -0.804
H -0.250 -1.766 1.985
H 0.635 -3.526 1.608
H -0.270 1.446 1.872
O 1.954 0.214 0.706
C 1.879 1.467 1.297
C 0.467 2.045 1.196
O 0.128 1.896 -0.175
C -1.217 2.087 -0.594
C -1.318 1.419 -1.965
O -0.772 0.143 -1.949
Lu 0.763 -0.242 -0.785
H 2.571 2.172 0.787
H 2.150 1.452 2.372
H 0.416 3.102 1.499
H -1.458 3.161 -0.631
H -1.887 1.596 0.133
H -0.795 2.068 -2.699
H -2.387 1.420 -2.253
```

The total charge is +1. Its LUMO energy (spin up / spin down) is -4.477 / -4.495 eV. The spin multiplicity is 2. Its HOMO energy (spin up / spin down) is -12.12 / -13.64 eV. The orbital gap (spin up / spin down) comes out at 7.6 / 9.1 eV.

=====

A structure of composition C9H19O2Si. Source: OMol25; level of theory: ωB97M-V with the def2-TZVPD basis set.

XYZ file:
```
31
Properties=species:S:1:pos:R:3
C 1.895 -0.729 -0.466
C -0.474 -2.361 1.063
C -1.129 -0.231 2.419
C 1.078 -1.184 2.661
C -1.089 2.319 -0.552
C 0.687 2.043 -2.869
C -0.940 -0.258 -2.434
C 0.916 0.154 0.212
C -0.052 -1.080 1.730
O 2.579 -1.556 0.094
O 1.802 -0.421 -1.746
Si 0.050 0.908 -1.382
H 0.213 -2.549 0.313
H -1.604 -2.245 0.871
H -0.562 -3.033 1.938
H -1.336 0.523 1.637
H -0.827 0.273 3.273
H -2.034 -0.636 2.597
H 1.582 -0.235 2.866
H 0.848 -1.828 3.471
H 1.922 -1.732 2.264
H -1.535 3.147 -1.198
H -1.871 1.998 -0.005
H -0.438 2.893 0.170
H 0.391 1.466 -3.746
H 0.318 3.104 -2.863
H 1.779 2.000 -3.005
H -1.767 0.182 -3.065
H -0.265 -0.795 -3.142
H -1.434 -1.095 -1.901
H 1.296 0.960 0.792
```

The total charge is -1. Its LUMO energy is 3.411 eV. Its HOMO energy is -4.26 eV. The orbital gap comes out at 7.7 eV.

=====

What are the ΔE to the lowest compared entry with this formula, charge and spin values for these records? In order: 19.0; 83.6; 0.0; 127.6; 46.6; 33.3; 0.0; 48.6 kcal/mol.